The following is a DFT calculation (wB97M-V/def2-TZVPD) of C29H35BrN2O3PdSi as an isolated structure at a distorted geometry.

```
72
Properties=species:S:1:pos:R:3
Pd -1.0983 -0.2857 1.8208
O -0.3074 -2.7769 -1.8570
C 0.8004 -3.4655 -1.5513
C 1.3594 -4.2916 -2.5318
C 2.5117 -5.0052 -2.2847
C 3.1263 -4.9222 -1.0436
C 2.5685 -4.1307 -0.0567
C 1.4128 -3.3959 -0.2918
C 0.7991 -2.5713 0.8353
O -0.3539 -1.9713 0.5015
N 1.8193 -1.5664 1.2657
N 1.3932 -0.5166 1.9114
C 2.1378 0.4912 2.2072
C 1.6296 1.6109 2.9383
Br -0.0899 1.3300 3.8056
C 2.2451 2.7901 3.1320
C 3.4714 3.2151 2.4698
C 4.4045 3.9608 3.1911
C 5.5782 4.3875 2.6034
C 5.8335 4.1098 1.2691
C 4.8929 3.4106 0.5302
C 3.7292 2.9553 1.1226
H -0.5730 -2.3088 -1.0078
H 0.8550 -4.3484 -3.4840
H 2.9298 -5.6420 -3.0528
H 4.0219 -5.4901 -0.8379
H 3.0294 -4.1017 0.9220
H 0.6760 -3.2421 1.7217
H 2.7697 -1.6093 0.9016
H 3.2007 0.5190 1.9516
H 1.8123 3.5012 3.8227
H 4.2100 4.1810 4.2292
H 6.2893 4.9433 3.1939
H 6.7502 4.4421 0.8049
H 5.0718 3.2196 -0.5182
H 2.9949 2.4287 0.5301
C -0.6871 1.4409 -5.5552
C -1.2050 1.4295 -4.1530
C -0.3473 1.3669 -3.0658
C -0.8131 1.3848 -1.7641
C 0.1741 1.3346 -0.6436
C -2.2089 1.4434 -1.5237
C -2.7514 1.5011 -0.1927
O -2.1334 1.4692 0.8890
C -3.0917 1.4464 -2.6350
C -4.5824 1.4268 -2.4668
C -2.5749 1.4505 -3.9138
H 0.3387 1.7986 -5.5880
H -1.3054 2.0759 -6.1868
H -0.7067 0.4333 -5.9715
H 0.7169 1.3060 -3.2424
H 1.1896 1.2994 -1.0375
H -0.0193 0.4254 -0.0481
H 0.0611 2.2042 0.0095
H -3.8434 1.6213 -0.1372
H -4.9537 2.3881 -2.1073
H -4.8740 0.6554 -1.7580
H -5.0584 1.2158 -3.4221
H -3.2452 1.4484 -4.7612
C -4.0663 -1.7541 0.5404
Si -3.1986 -1.3384 2.2285
C -2.8287 -3.0147 3.1448
C -4.5137 -0.3353 3.2543
H -4.9066 -2.4240 0.6961
H -3.3819 -2.2309 -0.1544
H -4.4475 -0.8532 0.0702
H -3.7376 -3.6032 3.2216
H -2.4538 -2.8449 4.1500
H -2.0924 -3.5982 2.6002
H -5.4934 -0.7802 3.1101
H -4.5639 0.6993 2.9299
H -4.2937 -0.3410 4.3165
```

Properties
HOMO-LUMO gap (spin up / spin down) = 0.2583 / 0.2582 hartree
energy above the lowest of the compared OMol25 structures with the same formula, charge and spin = 93.6 kJ/mol
total energy = -4452.626896 Ha